Record 1
{"formula": "C23H34MnN2OP2", "method": "ωB97M-V/def2-TZVPD", "e_homo_ev": [-9.2, -7.2], "orbital_gap_ev": [6.282, 4.226], "charge": 1, "lumo_ev": [-2.96, -3.00], "spin_multiplicity": 5, "symbols": ["C", "C", "C", "C", "C", "C", "C", "C", "C", "C", "C", "C", "C", "H", "H", "H", "H", "H", "H", "H", "N", "Mn", "C", "H", "H", "C", "H", "H", "P", "P", "C", "H", "H", "H", "C", "H", "H", "H", "C", "H", "H", "H", "C", "H", "H", "H", "H", "H", "C", "N", "C", "C", "C", "O", "H", "H", "H", "H", "H", "H", "H", "H", "H"], "coordinates": [[2.4354, -3.9672, -1.2916], [2.3878, -2.6316, -0.9318], [1.9989, -1.6565, -1.8910], [1.6249, -2.0812, -3.2102], [1.7159, -3.4642, -3.5448], [2.1152, -4.3947, -2.5987], [1.0839, -1.1049, -4.0448], [1.1520, 0.2600, -3.7471], [1.6124, 0.6029, -2.4337], [1.6049, 1.9636, -2.0189], [1.1049, 2.9250, -2.8806], [0.6376, 2.5904, -4.1717], [0.6879, 1.2840, -4.6023], [2.7342, -4.7037, -0.5429], [1.4539, -3.7772, -4.5645], [2.1724, -5.4601, -2.8401], [0.7750, -1.4046, -5.0512], [1.0549, 3.9669, -2.5365], [0.2397, 3.3791, -4.8060], [0.3430, 1.0058, -5.6041], [1.6847, -0.3841, -1.4835], [-0.6155, -0.2299, -0.3147], [2.6126, -2.1600, 0.4903], [2.9027, -1.1047, 0.4703], [3.3724, -2.7751, 0.9880], [1.9742, 2.2660, -0.5973], [2.8093, 1.6339, -0.2771], [2.2147, 3.3267, -0.4581], [1.1105, -2.2548, 1.5098], [0.5605, 1.8538, 0.5235], [-0.5349, 3.2767, 0.3033], [-1.2842, 3.2881, 1.1025], [0.0383, 4.2104, 0.3311], [-1.0535, 3.2040, -0.6592], [1.2391, 2.0867, 2.1938], [1.5878, 3.1228, 2.3103], [0.4507, 1.8831, 2.9311], [2.0811, 1.4048, 2.3635], [0.5024, -3.9299, 1.5979], [1.2872, -4.5775, 2.0124], [-0.3759, -3.9534, 2.2536], [0.2203, -4.2828, 0.5999], [1.4407, -1.5717, 3.1212], [0.5038, -1.4966, 3.6827], [2.1290, -2.2498, 3.6472], [1.8958, -0.5776, 3.0440], [-0.3471, -1.1261, -1.7420], [0.0582, -1.4790, 0.8613], [-4.8418, 1.7673, 3.0952], [-4.0647, 1.5501, 1.8755], [-4.4760, 2.2510, 0.6709], [-2.9887, 0.7529, 1.8057], [-2.5196, 0.0195, 3.0314], [-2.3976, 0.6553, 0.6836], [-5.6624, 2.4432, 2.8589], [-4.2431, 2.2225, 3.8962], [-5.2711, 0.8348, 3.4870], [-3.6836, 2.9365, 0.3227], [-4.6911, 1.5395, -0.1425], [-5.3759, 2.8177, 0.9174], [-2.5054, -1.0556, 2.8059], [-1.5097, 0.3549, 3.3000], [-3.1694, 0.1745, 3.8985]], "forces_ev_per_angstrom": [[0.18, 0.63, 0.40], [-0.39, -0.31, 0.16], [-1.39, 0.80, -0.37], [0.43, -0.05, 0.74], [0.18, -0.56, 0.14], [-0.26, 0.46, -0.76], [0.49, 0.06, -1.06], [0.38, -0.36, 0.75], [-1.51, -1.42, 0.45], [-0.54, 0.50, -0.17], [0.43, -0.16, 0.78], [0.06, -0.59, -0.35], [-0.25, 0.69, -0.55], [-0.04, 0.13, -0.21], [0.09, 0.10, 0.51], [-0.02, 0.46, 0.01], [-0.21, 0.08, 0.36], [0.07, -0.43, -0.21], [0.11, -0.23, 0.04], [0.09, 0.18, 0.38], [2.84, 0.13, -0.62], [-0.60, 0.38, -0.49], [0.22, -0.53, 0.01], [0.08, -0.15, 0.14], [0.10, 0.21, -0.10], [-0.09, 0.15, 0.32], [-0.02, 0.20, -0.07], [0.14, -0.17, -0.06], [1.07, -0.07, -0.54], [0.11, -0.52, -0.48], [-0.13, 0.43, 0.06], [0.09, 0.01, -0.16], [-0.14, -0.04, 0.04], [0.10, -0.03, 0.19], [0.12, 0.44, 0.16], [-0.02, -0.27, 0.16], [0.25, 0.08, -0.11], [-0.18, 0.21, -0.05], [0.15, -0.34, 0.36], [-0.29, 0.01, -0.09], [0.14, -0.05, -0.14], [0.06, 0.18, 0.16], [0.37, -0.38, 0.64], [0.15, -0.02, -0.03], [-0.17, 0.33, 0.13], [-0.13, -0.31, -0.07], [-1.04, -0.09, 0.26], [-1.27, 0.44, -0.48], [-0.02, -0.14, 0.44], [0.25, -0.26, 0.41], [-0.01, 0.16, -0.56], [0.30, 0.32, -1.72], [-0.17, -0.16, 0.20], [-0.41, -0.22, 1.65], [0.12, -0.11, 0.10], [-0.10, -0.04, -0.26], [0.08, 0.21, -0.21], [-0.35, -0.28, 0.14], [0.09, 0.28, 0.31], [0.20, -0.05, -0.25], [0.15, 0.29, -0.01], [-0.17, -0.13, -0.19], [0.21, -0.04, -0.24]]}


Record 2
{"formula": "C23H34N2O2", "method": "ωB97M-V/def2-TZVPD", "e_homo_ev": -8.4, "orbital_gap_ev": 9.082, "lumo_ev": 0.70, "spin_multiplicity": 1, "smiles": "OCCC#Cc1ccc(CN2CCN(C3CCCCC3)[C@@H](CCO)C2)cc1", "symbols": ["O", "H", "C", "H", "C", "C", "C", "C", "C", "C", "C", "C", "C", "H", "H", "C", "N", "C", "H", "C", "N", "C", "C", "H", "H", "H", "H", "C", "H", "C", "C", "C", "C", "C", "H", "H", "H", "H", "H", "H", "H", "H", "H", "H", "C", "H", "H", "C", "O", "H", "H", "H", "H", "H", "H", "H", "H", "H", "H", "H", "H"], "coordinates": [[-7.2119, 2.9659, 0.3339], [-6.3751, 2.5084, 0.4838], [-8.1354, 2.0332, -0.1671], [-9.0246, 2.6085, -0.4355], [-7.6034, 1.2831, -1.3991], [-6.4460, 0.4880, -1.0442], [-5.4789, -0.1241, -0.6717], [-4.3450, -0.8705, -0.2716], [-3.6983, -1.7143, -1.1741], [-2.5933, -2.4392, -0.7749], [-2.1056, -2.3446, 0.5245], [-2.7590, -1.5051, 1.4208], [-3.8651, -0.7751, 1.0344], [-4.3668, -0.1296, 1.7415], [-2.4010, -1.4301, 2.4380], [-0.8572, -3.0847, 0.9350], [0.3848, -2.3571, 0.7043], [0.4810, -1.1160, 1.4424], [0.2534, -1.3198, 2.4918], [1.9026, -0.5429, 1.3414], [2.1866, -0.2878, -0.0677], [2.0878, -1.5429, -0.7910], [0.6708, -2.0954, -0.6898], [0.6045, -3.0329, -1.2475], [-0.0311, -1.3661, -1.1284], [2.3262, -1.3714, -1.8397], [2.7779, -2.3030, -0.3860], [3.3990, 0.4727, -0.3603], [3.3928, 1.3381, 0.3054], [3.3637, 1.0367, -1.7848], [4.5226, 2.0107, -1.9793], [5.8543, 1.3048, -1.7392], [5.8932, 0.6912, -0.3427], [4.7258, -0.2720, -0.1455], [4.8111, -1.0936, -0.8595], [4.7587, -0.6934, 0.8620], [6.8386, 0.1638, -0.1950], [5.8356, 1.4878, 0.4031], [6.6777, 2.0126, -1.8562], [5.9839, 0.5155, -2.4836], [4.4968, 2.4195, -2.9917], [4.4203, 2.8432, -1.2798], [2.4093, 1.5393, -1.9476], [3.4544, 0.2354, -2.5199], [2.0134, 0.6930, 2.2419], [3.0526, 1.0232, 2.2958], [1.7191, 0.3985, 3.2536], [1.1543, 1.8760, 1.7808], [1.5860, 3.0954, 2.3423], [1.5321, 3.0304, 3.3023], [0.0985, 1.7004, 2.0267], [1.2393, 2.0004, 0.7005], [2.5912, -1.3139, 1.7416], [-0.2280, -0.3635, 1.0610], [-0.7822, -4.0251, 0.3813], [-0.8974, -3.3170, 2.0036], [-2.1050, -3.0968, -1.4801], [-4.0715, -1.7957, -2.1847], [-8.3878, 0.6354, -1.7987], [-7.3214, 2.0074, -2.1691], [-8.4089, 1.3049, 0.6119]], "forces_ev_per_angstrom": [[0.29, 0.16, 0.04], [-0.03, 0.00, 0.01], [-0.24, -0.20, -0.06], [0.05, -0.12, -0.01], [-0.34, 0.29, 0.08], [0.50, -0.27, 0.20], [-0.72, 0.44, -0.32], [0.45, -0.27, 0.19], [-0.04, 0.05, 0.01], [0.02, -0.02, 0.11], [-0.04, -0.03, 0.01], [0.03, -0.09, -0.05], [-0.01, 0.00, -0.04], [-0.04, 0.03, 0.01], [0.05, 0.00, 0.10], [0.12, -0.02, 0.02], [-0.05, -0.05, 0.02], [0.32, -0.01, 0.07], [-0.03, 0.05, 0.04], [-0.17, -0.05, 0.37], [-0.09, 0.01, 0.10], [-0.24, -0.07, -0.17], [0.31, -0.01, -0.09], [-0.03, 0.00, -0.03], [0.04, -0.06, -0.03], [0.04, -0.04, -0.01], [-0.01, 0.04, -0.09], [0.06, -0.14, -0.30], [0.02, 0.03, 0.02], [0.01, 0.26, 0.29], [0.07, -0.24, -0.25], [0.00, 0.26, 0.21], [0.08, -0.22, -0.21], [-0.14, 0.30, 0.26], [-0.02, -0.10, -0.01], [0.00, -0.11, 0.01], [0.02, 0.06, 0.08], [0.04, 0.03, 0.07], [0.05, -0.04, -0.07], [0.05, -0.03, -0.07], [-0.02, 0.09, 0.03], [-0.01, 0.09, 0.01], [-0.07, -0.04, -0.02], [-0.04, -0.07, -0.06], [-0.08, 0.08, -0.37], [-0.01, 0.04, 0.04], [0.06, -0.02, 0.02], [0.00, -0.39, -0.03], [0.14, 0.37, 0.30], [0.00, 0.03, -0.08], [0.08, -0.02, -0.14], [-0.08, -0.05, 0.04], [-0.11, 0.07, -0.03], [0.01, 0.00, 0.08], [-0.05, 0.00, 0.08], [-0.05, -0.05, -0.06], [0.06, -0.07, -0.07], [-0.03, 0.01, -0.05], [-0.02, 0.07, -0.04], [-0.12, -0.03, 0.01], [-0.03, 0.07, -0.17]]}


Record 3
{"formula": "C23H34N2O3", "method": "ωB97M-V/def2-TZVPD", "e_homo_ev": -7.9, "orbital_gap_ev": 8.589, "lumo_ev": 0.73, "spin_multiplicity": 1, "smiles": "COCCN(C[C@H]1CCCN(C2Cc3ccccc3C2)C1)C(=O)CCC(C)=O", "symbols": ["C", "H", "O", "C", "C", "N", "C", "O", "C", "H", "C", "C", "O", "C", "H", "H", "H", "H", "H", "H", "C", "H", "C", "C", "C", "C", "N", "C", "H", "H", "C", "C", "C", "C", "C", "C", "C", "C", "C", "H", "H", "H", "H", "H", "H", "H", "H", "H", "H", "H", "H", "H", "H", "H", "H", "H", "H", "H", "H", "H", "H", "H"], "coordinates": [[-2.6485, -3.9221, -0.0155], [-3.5198, -3.5093, -0.5335], [-1.4553, -3.2578, -0.3593], [-1.3835, -1.9177, 0.0607], [-2.2357, -0.9731, -0.8133], [-2.2178, 0.4035, -0.3690], [-2.9751, 0.9057, 0.6339], [-2.9772, 2.0957, 0.9041], [-3.8588, -0.0357, 1.4448], [-3.7853, -1.0755, 1.1438], [-5.3105, 0.4312, 1.3136], [-5.9087, 0.0413, -0.0205], [-5.4659, -0.8548, -0.6976], [-7.1041, 0.8571, -0.4301], [-7.7835, 0.9914, 0.4076], [-6.7550, 1.8405, -0.7420], [-7.6203, 0.3865, -1.2626], [-5.3593, 1.5136, 1.4416], [-5.9279, -0.0293, 2.0903], [-3.5439, 0.0599, 2.4860], [-1.3922, 1.3297, -1.1247], [-1.6321, 1.2290, -2.1893], [0.1089, 1.1203, -0.9117], [0.9121, 2.1204, -1.7447], [2.4059, 1.9475, -1.4801], [2.6928, 2.0448, 0.0250], [1.8902, 1.1667, 0.8478], [0.4819, 1.3071, 0.5688], [-0.0753, 0.6027, 1.1902], [0.1824, 2.3197, 0.8670], [2.3880, -0.1430, 1.1931], [2.7893, -1.0962, 0.0316], [4.2644, -0.8852, -0.1152], [5.0864, -1.2052, -1.1760], [6.4401, -0.9107, -1.0855], [6.9556, -0.3077, 0.0489], [6.1281, 0.0169, 1.1155], [4.7819, -0.2726, 1.0248], [3.6910, -0.0120, 2.0182], [3.7158, -0.7695, 2.8053], [3.7625, 0.9679, 2.4887], [6.5314, 0.4935, 1.9974], [8.0110, -0.0835, 0.1035], [7.0963, -1.1525, -1.9089], [4.6865, -1.6754, -2.0632], [2.5934, -2.1312, 0.3272], [2.2399, -0.9075, -0.8883], [1.6024, -0.6047, 1.7995], [3.7485, 1.8490, 0.2104], [2.4735, 3.0714, 0.3474], [2.7456, 0.9856, -1.8651], [2.9694, 2.7255, -1.9986], [0.6982, 1.9871, -2.8083], [0.6112, 3.1335, -1.4663], [0.3727, 0.1069, -1.2293], [-1.6686, 2.3343, -0.7964], [-1.8394, -1.0049, -1.8306], [-3.2678, -1.3299, -0.8573], [-1.6808, -1.8295, 1.1162], [-0.3273, -1.6506, -0.0193], [-2.8233, -3.8800, 1.0669], [-2.5142, -4.9588, -0.3176]], "forces_ev_per_angstrom": [[-0.05, -0.01, 0.01], [-0.02, -0.01, 0.03], [0.12, 0.03, -0.16], [0.00, 0.20, -0.11], [-0.07, -0.70, 0.16], [0.20, 0.05, -0.15], [-0.11, -0.29, 0.12], [-0.12, 0.30, 0.25], [-0.18, 0.20, -0.04], [0.04, -0.04, 0.03], [0.46, -0.23, 0.01], [-0.31, 0.34, 0.25], [0.05, -0.12, -0.11], [-0.04, -0.24, -0.29], [-0.05, 0.07, 0.10], [0.02, 0.13, 0.03], [-0.01, -0.02, -0.02], [-0.08, -0.03, 0.05], [-0.08, 0.05, -0.01], [0.05, -0.02, -0.07], [0.30, 0.25, -0.05], [-0.01, 0.02, 0.04], [-0.25, 0.30, 0.10], [0.10, -0.37, -0.03], [-0.08, 0.15, 0.17], [0.14, 0.07, -0.15], [-0.15, 0.08, 0.08], [-0.09, -0.18, -0.20], [-0.01, 0.04, 0.06], [-0.13, 0.01, -0.02], [-0.05, -0.04, 0.21], [-0.12, -0.07, 0.03], [0.07, 0.09, 0.11], [0.06, 0.00, -0.02], [0.04, -0.07, -0.15], [0.13, 0.06, 0.08], [0.04, -0.02, -0.02], [-0.01, -0.14, -0.12], [-0.05, -0.10, 0.02], [0.00, 0.00, 0.06], [-0.05, 0.01, 0.05], [0.05, 0.05, 0.08], [0.09, 0.02, -0.01], [0.06, -0.01, -0.06], [-0.04, -0.04, -0.09], [-0.05, -0.04, -0.02], [-0.08, -0.04, 0.00], [0.07, 0.03, -0.05], [0.00, 0.12, 0.04], [0.09, 0.04, -0.06], [0.05, -0.05, -0.05], [0.07, -0.02, -0.04], [-0.05, 0.07, -0.02], [-0.07, 0.10, 0.00], [0.05, -0.05, -0.01], [0.06, -0.10, -0.14], [-0.04, 0.02, 0.04], [0.16, 0.02, -0.04], [0.02, 0.03, -0.04], [-0.05, 0.11, 0.08], [-0.01, -0.01, -0.01], [-0.10, -0.01, 0.04]]}


Q: Which energy relative to the best compared isomer or geometry (same formula, charge and spin) values were calculated for the entries above? A: 39.2, 91.7, 29.7, in kcal/mol.
Q: Which molecular weight values were calculated for the entries above? A: 471.4, 370.5, 386.5, in g/mol.